# C17H40NO6P2

An isolated ion of composition C17H40NO6P2 and charge -1 (ωB97M-V/def2-TZVPD, the Open Molecules 2025 dataset).

Element x y z (Å)
C  -1.45  -1.38  -4.20
C  -0.96  0.07  -4.04
C  0.43  0.22  -3.41
O  0.41  0.49  -2.05
P  0.98  -0.81  -0.98
C  1.63  -2.28  0.10
C  3.04  -2.75  -0.28
C  3.02  -3.82  -1.37
N  3.99  -3.55  -2.47
C  -0.59  -0.74  0.13
C  -1.83  -0.07  -0.47
C  -3.07  -0.28  0.39
O  -3.65  -1.58  0.20
C  -4.41  -1.75  -0.89
C  -4.83  -3.18  -1.06
O  -4.76  -0.86  -1.64
C  1.92  0.52  0.05
C  1.12  1.79  0.37
P  0.88  2.07  2.13
O  1.06  0.91  3.03
O  -0.63  2.65  2.27
C  -0.87  4.01  2.64
C  -2.19  4.07  3.42
O  1.89  3.27  2.51
C  2.75  3.04  3.64
C  2.05  3.09  4.99
H  -0.61  -2.06  -4.29
H  -2.10  -1.49  -5.07
H  -2.01  -1.70  -3.32
H  -0.95  0.53  -5.03
H  -1.69  0.63  -3.45
H  1.01  -0.69  -3.63
H  0.94  1.05  -3.91
H  2.16  -0.95  -1.83
H  0.26  -1.78  -1.83
H  1.56  -2.07  1.17
H  0.94  -3.10  -0.08
H  3.52  -3.17  0.61
H  3.67  -1.92  -0.60
H  3.26  -4.79  -0.93
H  2.02  -3.91  -1.79
H  4.27  -4.43  -2.88
H  3.49  -3.07  -3.20
H  -0.39  -0.35  1.13
H  -0.87  -1.79  0.27
H  -2.01  -0.55  -1.43
H  -1.70  1.00  -0.60
H  -3.81  0.50  0.20
H  -2.79  -0.23  1.44
H  -5.47  -3.48  -0.23
H  -5.39  -3.28  -1.98
H  -3.95  -3.83  -1.10
H  2.32  0.06  0.95
H  2.78  0.81  -0.55
H  0.13  1.80  -0.08
H  1.65  2.66  0.00
H  -0.07  4.40  3.26
H  -0.96  4.62  1.74
H  -2.73  3.14  3.25
H  -1.98  4.09  4.49
H  -2.79  4.93  3.13
H  3.49  3.83  3.59
H  3.28  2.10  3.52
H  2.05  2.12  5.48
H  2.53  3.79  5.67
H  1.01  3.39  4.91

Summary:
Multiplicity: 1
E_LUMO in eV: 2.8
Charge: -1
Frontier orbital gap in eV: 6.602

These are the Mulliken partial charges, in e, on atoms 1 to 2:
1. C -0.85
2. C -0.47